# C45H93BBr20IN2O2

A 11-piece molecular cluster, C45H93BBr20IN2O2 overall at a distorted geometry (ωB97M-V with the def2-TZVPD basis set, OMol25).

## Properties
Charge = +1
F_max = 4.98 eV/A
E_tot = -53832.671787 Ha
ΔE to the lowest compared entry with this formula, charge and spin = 211.7 kcal/mol

Structure (XYZ):
```
164
Properties=species:S:1:pos:R:3:forces:R:3
C 1.7310 -3.6299 -3.8277 0.0810 -0.7188 0.1878
C 2.9650 -2.9914 -4.7140 0.0281 -0.3655 -0.3011
C 2.6582 -1.4862 -5.3020 -0.7062 0.4583 0.6970
C 2.5457 -0.3403 -4.0936 0.6285 -0.8412 -0.1382
C 2.1825 1.1567 -4.6627 0.2582 0.3265 0.1766
C 1.0614 1.9763 -3.7909 -0.1239 -1.0688 1.1624
C -0.4359 1.2315 -3.8243 1.0600 1.0405 -0.0467
C -1.3533 1.9970 -2.7187 1.4919 1.1759 -0.4227
C -2.8115 1.4518 -2.3570 0.2082 4.0438 -1.6675
N -3.0360 0.0396 -1.8429 -1.1215 0.1788 -0.2143
B -2.9219 -1.0384 -2.9454 0.3949 -3.5105 -3.5147
C -3.1862 -0.7301 -4.5784 -1.3026 0.1420 -0.2756
O -2.6497 -2.4721 -2.7577 -1.6531 2.5138 -0.2023
C -4.5846 0.1025 -1.7121 -3.4764 -0.3501 -0.3033
C -5.3208 -1.1780 -1.0812 -1.4527 1.3737 2.0286
C -6.9303 -0.7425 -0.8997 0.4593 -1.3415 -0.0343
O -7.6484 -1.1938 -2.1101 0.0566 -0.8115 1.4243
C -8.1077 -2.6051 -1.9591 0.1883 -1.2714 -0.1969
C -8.2495 -3.3912 -3.4077 -0.3494 0.1155 -0.0492
C -6.8050 -3.7034 -4.1303 -0.5902 0.2092 -0.0166
C -4.7666 -1.3489 0.4600 0.5241 -1.3372 -0.3247
C -5.2746 -0.2274 1.5222 -1.2097 0.0607 0.5690
C -3.1615 -1.5540 0.2987 -0.4805 -1.3716 -0.1060
C -2.3725 -0.3268 -0.5316 1.8690 -1.1774 4.0884
C -2.3099 0.9680 0.4650 -1.1469 1.5552 -0.4402
C -1.9944 0.7797 2.0266 0.5851 1.6888 1.1652
C -0.3766 0.8708 2.4481 -1.5545 -1.7581 1.6439
I 0.4697 2.8874 2.1308 -0.4761 -1.3022 -0.1359
C -0.8593 -0.9315 -0.5748 0.5695 -0.5142 1.4883
N 0.2798 -0.0121 -0.8707 0.8793 -1.6720 0.3478
C 1.5419 -0.8422 -0.5502 1.2347 1.3483 0.0057
H 1.4806 -3.0010 -2.8489 0.4604 -1.1737 -2.2833
H 0.7479 -3.8189 -4.4734 2.0928 0.6810 1.3968
H 2.0552 -4.7049 -3.4278 -0.6120 2.3116 -0.9143
H 3.1526 -3.6917 -5.6576 -0.4246 1.3855 2.0832
H 3.9426 -3.0525 -4.0492 -1.9715 0.4161 -1.4586
H 3.4395 -1.1269 -6.1265 -1.6859 -0.9597 1.8286
H 1.5670 -1.5323 -5.7736 2.3201 0.1028 0.6622
H 3.5921 -0.3043 -3.5299 -2.1777 -0.0284 -1.1498
H 1.7721 -0.7729 -3.3283 1.2702 1.1141 -1.4034
H 3.1889 1.7885 -4.5948 -2.2226 -1.3059 -0.4812
H 1.8241 1.0622 -5.7833 0.8062 0.3002 2.1843
H 1.3962 1.9112 -2.6499 -0.6054 0.1778 -2.3350
H 0.9927 3.1182 -4.0471 0.0920 -2.2623 0.1901
H -0.2131 0.0957 -3.6033 -0.7908 2.2322 -0.4480
H -0.8907 1.4356 -4.8834 0.7716 -0.7816 1.8940
H -0.6264 2.2533 -1.8062 -1.9541 -0.9241 -1.7201
H -1.5335 3.0822 -3.1986 0.0701 -2.3831 1.0791
H -3.4714 1.6546 -3.3389 1.5479 -1.1717 2.1719
H -3.2853 2.2993 -1.6517 1.0859 -2.5017 -1.0363
H -2.2012 -0.4649 -5.1526 -1.9236 -0.2501 1.1954
H -3.6202 -1.7015 -5.1211 0.9928 1.9826 1.3257
H -4.0431 0.0871 -4.7331 2.1375 -1.5297 0.0191
H -3.1045 -3.0356 -3.4720 1.2279 1.5663 1.3014
H -5.0675 0.2881 -2.7891 1.3985 -0.4024 2.2586
H -4.9328 1.0401 -1.0702 1.2806 -2.0358 -1.2832
H -5.3641 -2.1636 -1.7032 0.6066 1.9009 1.1157
H -7.3596 -1.3567 0.0157 0.9797 1.4825 -1.7902
H -7.0325 0.4114 -0.6830 -0.0715 -2.3199 -0.7977
H -9.1348 -2.6715 -1.3782 2.0354 0.3968 -1.1400
H -7.3025 -3.2062 -1.3295 -1.5838 1.1759 -1.1368
H -8.7896 -4.4309 -3.2326 1.1029 2.2189 -0.0580
H -8.9779 -2.7774 -4.1232 1.7273 -1.2595 1.5126
H -6.9087 -4.6115 -4.8782 0.1928 1.8895 1.5456
H -6.0256 -4.0029 -3.2989 -1.3803 0.6460 -1.6794
H -6.4679 -2.7534 -4.7397 -0.4134 -1.9419 1.3084
H -5.2050 -2.3942 0.8371 1.0143 2.2989 -0.6976
H -6.3914 -0.5187 1.8274 2.5022 0.6853 -0.6316
H -5.3465 0.8741 1.1063 0.3719 -2.1960 0.7731
H -4.6802 -0.2160 2.5544 -1.1242 -0.1372 -2.5086
H -3.0521 -2.6050 -0.2632 -0.0757 2.5396 0.7712
H -2.6207 -1.8124 1.3321 -1.1948 1.1808 -2.2927
H -1.5612 1.8221 0.0915 -1.5510 -2.0729 0.6174
H -3.3831 1.4893 0.3868 2.3460 -1.1705 0.3421
H -2.4373 1.7596 2.5582 0.8458 -2.1533 -1.2678
H -2.5057 -0.0950 2.6047 1.1503 1.3670 -1.4386
H -0.3741 0.7188 3.6324 0.1969 0.4593 -2.6812
H 0.2670 0.0024 2.0123 -0.9796 1.9457 0.5539
H -0.6909 -1.9051 -1.2008 -0.7840 1.9631 0.7940
H -0.6613 -1.3021 0.5488 -0.9524 0.5266 -2.1536
H 0.3676 0.8053 -0.2331 -0.6238 -0.8508 -0.4724
H 1.4696 -1.9487 -0.9235 0.0435 2.2108 0.8216
H 1.7980 -0.7572 0.6120 -0.5930 -0.6451 -2.3285
H 2.4314 -0.2905 -1.1020 -1.6822 -1.3626 1.1066
Br -7.7264 -3.0506 2.0604 -0.0464 -0.1831 0.0783
C -6.7519 -4.3725 3.1123 -0.1793 -0.1835 0.0125
C -6.5672 -3.9077 4.5382 0.2036 -0.0345 0.1571
Br -5.1497 -2.5739 4.6671 -0.1541 0.0056 -0.1684
H -5.8090 -4.5629 2.5920 -0.1919 0.0942 0.2148
H -7.3696 -5.2744 3.0779 0.1009 0.1756 0.0511
H -6.2375 -4.7343 5.1739 -0.0602 0.1128 -0.1597
H -7.4668 -3.4602 4.9694 0.1991 -0.1145 -0.1944
Br 3.3926 0.7314 4.2584 -0.1096 0.0214 0.0563
C 3.4254 2.6152 4.7622 -0.0329 0.0830 -0.2122
C 4.8374 3.0869 5.0214 0.0814 0.1781 0.1879
Br 5.4754 2.4796 6.7619 0.0241 0.0049 -0.1278
H 2.7648 2.7264 5.6267 0.2565 -0.0228 -0.1684
H 2.9927 3.1451 3.9089 0.1420 -0.0814 0.1569
H 4.8767 4.1787 5.0701 -0.0556 -0.1667 -0.0516
H 5.5568 2.7349 4.2771 -0.2410 0.0503 0.1574
Br 7.0658 6.8415 4.9910 -0.0132 -0.0970 0.0606
C 8.0511 6.0781 6.4911 0.0165 0.1878 0.0493
C 9.4060 5.5718 6.0538 0.1104 -0.2165 0.1169
Br 9.2538 3.8653 5.1212 0.0045 0.1223 -0.0366
H 7.4173 5.3010 6.9275 0.2109 0.1284 -0.1354
H 8.1587 6.8979 7.2070 -0.0149 -0.1446 -0.1007
H 10.0393 5.3655 6.9212 -0.1511 0.0813 -0.1165
H 9.9300 6.2571 5.3820 -0.1842 -0.0996 0.1601
Br 6.6479 -1.5948 -3.8621 0.0849 0.0587 0.0738
C 7.1464 -1.7998 -1.9878 -0.0410 -0.1813 -0.0736
C 6.0440 -1.3180 -1.0734 0.0737 0.1114 0.2357
Br 6.0054 0.6301 -0.9814 -0.1489 -0.1068 -0.0578
H 8.0908 -1.2664 -1.8480 -0.2912 -0.0979 0.0399
H 7.3163 -2.8721 -1.8546 -0.0378 0.1972 0.0124
H 6.2234 -1.6470 -0.0460 0.0387 0.0320 -0.1830
H 5.0476 -1.6427 -1.3853 0.2638 0.0363 -0.0251
Br -9.9778 -5.6576 -6.2602 0.1511 0.0473 0.0037
C -8.5816 -6.1253 -7.5391 -0.2234 0.0873 -0.1299
C -8.2559 -7.5996 -7.4775 0.2373 -0.0965 -0.0743
Br -7.1490 -8.0130 -5.9255 -0.1103 0.0092 -0.0323
H -7.7237 -5.4817 -7.3252 -0.1495 -0.2369 -0.0394
H -8.9930 -5.8621 -8.5177 0.0898 -0.1062 0.1565
H -7.6559 -7.8987 -8.3416 -0.1206 0.1164 0.1292
H -9.1414 -8.2382 -7.4174 0.1788 0.2583 0.0070
Br -6.0086 -2.4455 -8.8440 0.1032 0.0481 0.1101
C -4.0646 -2.4238 -8.9989 -0.1652 0.0453 -0.2315
C -3.4778 -3.7845 -8.7032 0.2843 0.0489 -0.0219
Br -3.4476 -4.1376 -6.7850 -0.0875 -0.1342 -0.0374
H -3.6995 -1.6388 -8.3308 -0.0434 -0.2780 -0.1281
H -3.8654 -2.1351 -10.0349 0.0137 -0.1158 0.1884
H -2.4309 -3.8296 -9.0164 -0.1946 0.0560 0.0495
H -4.0278 -4.6059 -9.1704 0.0656 0.2751 0.1377
Br 11.2259 9.1704 5.2421 -0.0994 -0.1196 0.0896
C 10.7476 9.0818 7.1308 -0.0263 0.2959 -0.1416
C 11.9726 8.9001 7.9967 -0.0146 -0.1371 0.2687
Br 12.6084 7.0568 7.9408 0.0229 0.1175 -0.0458
H 10.0166 8.2755 7.2379 0.2666 0.1745 0.0442
H 10.2619 10.0379 7.3461 0.1112 -0.1787 0.0191
H 11.7334 9.0859 9.0475 -0.0200 -0.0087 -0.2091
H 12.8115 9.5362 7.7018 -0.2810 -0.1496 -0.0212
Br 10.6049 -3.1343 -1.8997 0.1057 0.0339 0.0728
C 11.1034 -3.3394 -0.0253 -0.0092 -0.2617 -0.1235
C 10.0010 -2.8575 0.8890 0.0926 0.1397 0.2780
Br 9.9624 -0.9094 0.9810 -0.1497 -0.1090 -0.0895
H 12.0478 -2.8060 0.1144 -0.3153 -0.0676 0.0217
H 11.2733 -4.4116 0.1078 -0.0684 0.1987 0.0240
H 10.1804 -3.1865 1.9164 0.0135 0.0127 -0.2106
H 9.0046 -3.1822 0.5771 0.3054 0.0195 -0.0092
Br -6.3740 -1.7740 8.3873 0.0539 -0.0655 0.1028
C -4.6987 -1.5696 9.3647 -0.1632 0.2004 0.0456
C -3.5246 -1.4615 8.4197 0.2584 -0.1023 0.0719
Br -3.0375 -3.2070 7.6977 0.0213 0.1036 0.0430
H -4.6253 -2.4158 10.0535 0.0643 0.1944 -0.2489
H -4.8163 -0.6471 9.9403 0.0733 -0.1504 -0.1321
H -2.6331 -1.1151 8.9499 -0.2001 -0.0543 -0.0364
H -3.7126 -0.8043 7.5664 -0.0798 -0.1652 0.2461
Br 3.4496 7.9487 5.8027 -0.1055 0.0764 0.1067
C 3.4824 9.8325 6.3066 -0.1138 -0.0161 -0.2317
C 4.8944 10.3042 6.5657 0.0787 0.2015 0.1390
Br 5.5324 9.6968 8.3062 0.0550 -0.0496 -0.1448
H 2.8218 9.9437 7.1710 0.2656 -0.0113 -0.1743
H 3.0497 10.3624 5.4532 0.1398 -0.0542 0.1571
H 4.9337 11.3960 6.6144 -0.0834 -0.1944 -0.0232
H 5.6138 9.9521 5.8214 -0.2503 -0.0058 0.1551
```
Positions in Å, forces in eV/Å.